Record 1
# HN2O4S2

A 2-piece molecular cluster, HN2O4S2 overall in a non-equilibrium geometry (ωB97M-V/def2-TZVPD, the Open Molecules 2025 dataset).

Results
Relative energy (zero: lowest compared OMol25 entry of this formula, charge and spin): 27.5 kcal/mol
LUMO energy: 0.1357 hartree
Charge: -1
DFT total energy: -1207.42576 a.u.
HOMO level: -4.385 eV

The geometry in XYZ format:
```
9
Properties=species:S:1:pos:R:3:forces:R:3:lowdin_charge:R:1
N 2.0512 -1.5360 0.3659 -0.78 1.11 -0.49 -0.26
N 1.2679 -0.8529 -0.0497 3.06 1.98 1.40 0.17
O -1.7897 -1.5764 1.0251 0.07 0.16 0.01 -0.42
O 2.7224 -2.4434 0.7141 1.04 -1.45 0.55 0.03
O -1.0898 0.4270 -0.2401 -0.51 -0.58 -0.12 -0.28
O -0.2003 -1.7738 -0.8117 -3.01 -1.34 -1.17 -0.46
S -2.9197 -1.3055 -1.5788 -0.23 0.10 -0.19 0.16
S -1.4565 -1.1699 -0.3226 -0.28 -0.56 -0.10 0.08
H -0.1392 0.3500 -0.1279 0.64 0.58 0.10 -0.01
```
Forces are in eV/Å.


Record 2
# C13H16N2O4

A 2-piece molecular cluster, C13H16N2O4 overall (ωB97M-V/def2-TZVPD, the Open Molecules 2025 dataset).

Results
Relative energy (zero: lowest compared OMol25 entry of this formula, charge and spin): 52.0 kcal/mol
SMILES: [H]/N=C/Cc1cc2c(cc1O)C(=O)NC2=O.CC(C)O
LUMO energy: -0.0025 hartree
DFT total energy: -915.44347 a.u.
HOMO level: -9.508 eV

The geometry in XYZ format:
```
35
Properties=species:S:1:pos:R:3:forces:R:3:lowdin_charge:R:1
H -5.0411 -3.3082 1.9677 0.00 0.05 0.06 0.05
N -4.6455 -2.4192 1.6640 -0.04 -0.17 -0.12 0.12
C -4.5599 -2.3888 0.4030 0.04 0.14 0.28 -0.22
C -3.9776 -1.1665 -0.2818 0.00 -0.10 0.09 -0.12
C -2.5672 -0.9249 0.1992 -0.48 -0.08 -0.27 -0.15
C -1.5252 -1.5724 -0.4462 0.18 -0.01 -0.02 0.06
C -0.2505 -1.4080 0.0488 0.19 -0.11 -0.14 -0.09
C -0.0134 -0.6033 1.1397 0.42 -0.05 -0.21 -0.09
C -1.0264 0.0675 1.7763 -0.01 0.39 0.32 0.09
C -2.3173 -0.0965 1.2996 0.13 -0.02 -0.18 -0.25
O -3.3691 0.5401 1.9111 -0.12 0.12 -0.11 0.04
C 1.4577 -0.6160 1.4099 -0.72 0.27 0.28 -0.39
O 2.0521 0.1644 2.0988 0.26 -0.44 0.28 0.13
N 2.0200 -1.6547 0.6151 -0.41 0.20 -0.11 0.17
C 1.0432 -2.0089 -0.3797 -0.09 0.01 0.12 -0.37
O 1.2849 -2.6317 -1.3721 -0.02 -0.32 0.09 0.13
H -4.8720 -3.2313 -0.2178 -0.03 0.04 -0.17 0.11
H -3.9802 -1.3008 -1.3615 0.01 -0.04 -0.05 0.11
H -4.6085 -0.3131 -0.0442 -0.05 0.05 0.03 0.12
H -1.7075 -2.2019 -1.3067 -0.03 -0.01 -0.04 0.14
H -0.8285 0.6952 2.6352 -0.03 0.05 0.00 0.14
H -3.3365 1.4822 1.7010 0.08 -0.09 0.16 0.12
H 2.3684 -2.4428 1.1473 0.60 0.13 -0.25 0.16
C 3.3287 3.4288 -1.8524 -0.12 0.04 -0.03 -0.06
C 2.7500 2.3722 -0.9243 0.21 -0.06 -0.18 -0.50
C 3.7917 1.3580 -0.4860 -0.05 0.02 -0.01 -0.05
O 1.6500 1.7030 -1.5501 -0.09 0.04 0.10 -0.06
H 3.7188 2.9620 -2.7614 0.05 -0.02 0.03 0.08
H 2.5599 4.1427 -2.1496 0.00 0.00 0.03 0.08
H 4.1427 3.9727 -1.3716 0.01 -0.01 0.00 0.08
H 2.3251 2.8569 -0.0438 -0.07 -0.03 0.00 0.14
H 4.1924 0.8235 -1.3525 0.03 0.06 -0.03 0.09
H 3.3311 0.6338 0.1764 0.14 -0.05 0.04 0.04
H 4.6204 1.8328 0.0412 0.00 0.02 -0.02 0.09
H 1.9893 1.2534 -2.3325 -0.01 -0.01 0.02 0.09
```
Forces are in eV/Å.


Record 3
# C4H9NO

A single C4H9NO molecule in a non-equilibrium geometry (ωB97M-V/def2-TZVPD, the Open Molecules 2025 dataset).

Results
Relative energy (zero: lowest compared OMol25 entry of this formula, charge and spin): 31.9 kcal/mol
SMILES: CCNC(C)=O
LUMO energy: 0.0334 hartree
DFT total energy: -287.78165 a.u.
HOMO level: -9.302 eV

The geometry in XYZ format:
```
15
Properties=species:S:1:pos:R:3:forces:R:3:lowdin_charge:R:1
C 2.2218 -0.3973 0.5915 0.41 -1.08 1.28 -0.10
C 0.7712 0.3057 0.4774 2.11 -0.11 0.82 -0.23
N 0.1056 -0.1684 -0.7065 -1.12 -0.63 -0.59 0.01
C -1.2656 -0.0849 -1.0157 2.51 1.18 -0.46 -0.54
C -2.3142 0.3359 -0.0254 -1.00 0.82 -0.87 -0.01
O -1.5282 -0.2482 -2.1865 -0.99 -0.61 -0.35 0.03
H 2.8771 -0.2342 1.4935 -1.05 1.10 -0.62 0.07
H 2.9046 -0.3142 -0.2465 -0.28 0.96 -0.52 0.05
H 2.3003 -1.5026 0.7025 -1.49 0.23 -0.29 0.06
H 0.1610 0.0739 1.3708 0.40 -0.08 -0.36 0.10
H 0.9183 1.4393 0.5101 -0.10 -1.36 -0.33 0.12
H 0.6055 -0.6061 -1.5117 -0.33 0.92 1.24 0.16
H -2.0416 0.2620 1.0058 0.11 -0.73 0.64 0.04
H -2.5406 1.4686 -0.0999 0.14 -1.89 -0.54 0.12
H -3.1752 -0.3295 -0.3594 0.68 1.27 0.95 0.11
```
Forces are in eV/Å.


Record 4
# F18H4N2O3P3

A 5-piece molecular cluster, F18H4N2O3P3 overall in a non-equilibrium geometry (ωB97M-V/def2-TZVPD, the Open Molecules 2025 dataset).

Results
LUMO energy: 0.2878 hartree
Charge: -3
DFT total energy: -3159.95247 a.u.
HOMO level: -0.920 eV

The geometry in XYZ format:
```
30
Properties=species:S:1:pos:R:3:forces:R:3:lowdin_charge:R:1
N -0.3721 0.1239 0.0889 -1.32 -0.06 0.42 0.27
H -1.0317 -0.6642 0.2312 0.57 0.55 -0.18 0.09
H -0.9440 0.9545 -0.2402 0.24 -0.31 -0.19 0.07
H 0.2812 -0.1377 -0.6551 0.05 0.18 0.56 0.08
H 0.0199 0.3366 1.0233 0.27 -0.23 -0.83 0.08
N -2.5705 2.2151 -1.8520 0.13 0.78 1.14 -0.60
O -3.1892 3.2787 -2.1044 0.00 -0.57 -0.49 -0.10
O -2.6004 1.2275 -2.5847 -0.06 0.24 -0.06 -0.03
O -1.9096 2.1982 -0.7583 -0.30 -0.12 -0.58 -0.10
P 2.6575 0.5034 -2.0031 1.30 0.36 1.37 0.17
F 2.7147 0.9078 -0.4423 -0.13 0.23 0.08 -0.17
F 2.4452 -1.0470 -1.5113 -0.14 0.33 -0.72 -0.18
F 1.0672 0.7499 -2.0196 0.04 -0.18 -0.62 -0.16
F 2.6813 0.0752 -3.5467 -0.29 0.01 -0.18 -0.16
F 2.8727 2.0941 -2.3854 0.14 -0.75 -0.28 -0.20
F 4.2941 0.2753 -1.9545 -0.34 0.16 -0.25 -0.22
P -1.9065 -3.2710 -0.5278 1.33 0.31 -0.96 0.17
F -2.7501 -4.2151 -1.5434 -0.32 0.29 0.13 -0.19
F -2.7837 -3.8222 0.7165 0.30 -0.50 -0.20 -0.18
F -0.7457 -4.4452 -0.4915 -0.92 -0.12 0.77 -0.20
F -0.9979 -2.4399 0.5495 -0.25 -0.21 -0.03 -0.19
F -1.0718 -2.6314 -1.7666 -0.03 -0.07 0.08 -0.17
F -2.9107 -2.0126 -0.6887 -0.35 -0.41 0.33 -0.16
P 0.9840 1.4028 3.4849 -0.56 0.14 0.59 0.16
F -0.2473 1.7263 4.5264 0.54 -0.04 0.07 -0.20
F 0.3498 2.5174 2.4993 0.50 -0.01 0.03 -0.16
F 1.9516 2.5093 4.2071 -0.48 -0.10 -0.17 -0.19
F 2.1340 1.0424 2.4469 0.28 0.17 -0.11 -0.14
F 1.5385 0.2764 4.5267 -0.09 0.10 -0.08 -0.19
F 0.0395 0.2717 2.7750 -0.12 -0.15 0.36 -0.19
```
Forces are in eV/Å.